{"formula": "C39H103N3O14", "method": "ωB97M-V/def2-TZVPD", "symbols": ["O", "H", "H", "C", "O", "C", "C", "N", "C", "C", "O", "C", "H", "H", "H", "H", "H", "H", "H", "H", "H", "H", "H", "H", "H", "H", "H", "C", "O", "C", "C", "N", "C", "C", "O", "C", "H", "H", "H", "H", "H", "H", "H", "H", "H", "H", "H", "H", "H", "H", "H", "C", "O", "C", "C", "N", "C", "C", "O", "C", "H", "H", "H", "H", "H", "H", "H", "H", "H", "H", "H", "H", "H", "H", "H", "C", "C", "C", "O", "H", "H", "H", "H", "H", "H", "H", "H", "C", "C", "C", "O", "H", "H", "H", "H", "H", "H", "H", "H", "C", "C", "C", "O", "H", "H", "H", "H", "H", "H", "H", "H", "C", "C", "C", "O", "H", "H", "H", "H", "H", "H", "H", "H", "C", "C", "C", "O", "H", "H", "H", "H", "H", "H", "H", "H", "C", "C", "C", "O", "H", "H", "H", "H", "H", "H", "H", "H", "C", "C", "C", "O", "H", "H", "H", "H", "H", "H", "H", "H"], "coordinates": [[-2.754, -1.934, 0.360], [-2.934, -2.081, 1.289], [-3.061, -2.730, -0.073], [1.613, 4.573, -2.188], [1.755, 4.534, -0.718], [2.846, 3.820, -0.301], [4.124, 4.636, -0.251], [4.298, 5.278, 1.039], [5.648, 5.859, 1.142], [5.741, 6.564, 2.523], [4.838, 7.642, 2.587], [5.129, 8.354, 3.800], [2.623, 4.564, -2.597], [1.186, 5.511, -2.543], [1.000, 3.783, -2.621], [2.903, 2.923, -0.918], [2.489, 3.495, 0.676], [4.182, 5.345, -1.077], [5.005, 4.017, -0.418], [3.498, 5.882, 1.168], [5.832, 6.636, 0.400], [6.434, 5.106, 1.087], [6.762, 6.923, 2.649], [5.543, 5.833, 3.307], [5.039, 7.789, 4.728], [4.462, 9.208, 3.911], [6.153, 8.726, 3.832], [-1.049, 5.765, 0.996], [-2.255, 5.511, 1.764], [-2.785, 4.170, 1.679], [-1.912, 3.004, 2.101], [-1.706, 2.843, 3.525], [-0.948, 1.616, 3.752], [-0.989, 1.144, 5.204], [0.156, 1.605, 5.944], [0.071, 1.649, 7.319], [-0.145, 5.252, 1.325], [-0.847, 6.831, 0.892], [-1.272, 5.404, -0.008], [-2.944, 3.978, 0.618], [-3.725, 4.141, 2.230], [-0.964, 3.061, 1.566], [-2.450, 2.099, 1.820], [-1.108, 3.550, 3.928], [0.040, 1.571, 3.293], [-1.399, 0.795, 3.194], [-1.137, 0.078, 5.373], [-1.846, 1.532, 5.755], [0.919, 2.236, 7.672], [0.137, 0.649, 7.748], [-0.823, 2.188, 7.633], [-0.826, -5.862, 2.307], [-1.503, -4.899, 3.135], [-1.033, -3.573, 3.242], [-1.941, -2.634, 4.051], [-3.179, -2.451, 3.282], [-4.111, -1.485, 3.937], [-5.483, -1.607, 3.149], [-6.005, -2.852, 3.337], [-7.215, -3.078, 2.694], [-1.354, -6.813, 2.373], [0.183, -6.074, 2.659], [-0.661, -5.513, 1.288], [-0.690, -3.092, 2.326], [-0.137, -3.701, 3.849], [-1.338, -1.726, 4.074], [-2.184, -3.031, 5.037], [-3.689, -3.298, 3.077], [-3.562, -0.544, 3.901], [-4.236, -1.656, 5.006], [-5.217, -1.475, 2.100], [-6.205, -0.914, 3.580], [-8.027, -2.483, 3.112], [-7.531, -4.091, 2.945], [-7.164, -2.913, 1.618], [1.973, 0.680, -5.733], [2.902, 1.846, -6.217], [3.231, 2.888, -5.181], [4.106, 1.297, -6.649], [2.339, 0.158, -4.849], [1.810, -0.048, -6.527], [1.024, 1.155, -5.481], [2.350, 2.439, -6.946], [3.915, 3.656, -5.541], [3.672, 2.530, -4.250], [2.413, 3.560, -4.921], [4.467, 0.952, -5.830], [-5.727, -3.555, -2.119], [-4.325, -4.225, -2.016], [-3.237, -3.650, -2.880], [-3.857, -4.132, -0.699], [-5.712, -2.493, -1.875], [-6.503, -4.070, -1.553], [-6.122, -3.635, -3.132], [-4.493, -5.291, -2.169], [-3.497, -3.681, -3.938], [-2.327, -4.248, -2.820], [-3.094, -2.610, -2.588], [-4.313, -4.834, -0.228], [-4.474, 1.360, -1.085], [-5.273, 1.194, -2.383], [-6.710, 1.662, -2.290], [-4.635, 2.051, -3.284], [-3.419, 1.089, -1.130], [-4.926, 0.697, -0.347], [-4.645, 2.369, -0.709], [-5.217, 0.161, -2.724], [-7.204, 1.133, -1.475], [-7.250, 1.678, -3.237], [-6.720, 2.713, -2.005], [-4.750, 1.735, -4.183], [0.244, -2.839, -4.642], [1.012, -3.605, -3.668], [2.148, -4.447, -4.186], [1.498, -2.606, -2.745], [0.987, -2.342, -5.267], [-0.340, -1.996, -4.274], [-0.347, -3.482, -5.295], [0.370, -4.230, -3.046], [2.828, -4.777, -3.401], [2.733, -3.908, -4.931], [1.893, -5.375, -4.698], [0.758, -2.429, -2.159], [0.494, -0.139, 0.493], [-0.278, -0.207, -0.882], [0.611, 0.428, -2.050], [-0.732, -1.475, -1.241], [1.493, -0.545, 0.335], [-0.021, -0.741, 1.242], [0.510, 0.869, 0.910], [-1.185, 0.398, -0.877], [-0.026, 0.688, -2.896], [1.484, -0.172, -2.305], [0.939, 1.428, -1.770], [-1.381, -1.661, -0.558], [2.178, -4.292, 0.126], [3.253, -4.323, 1.260], [2.682, -4.010, 2.628], [3.815, -5.602, 1.261], [2.634, -4.686, -0.782], [1.805, -3.287, -0.073], [1.324, -4.926, 0.364], [4.064, -3.614, 1.095], [2.030, -4.829, 2.931], [2.100, -3.097, 2.501], [3.448, -3.725, 3.349], [3.148, -6.217, 1.574], [5.200, -3.086, -1.865], [4.391, -1.768, -1.846], [5.210, -0.593, -1.308], [3.951, -1.529, -3.142], [6.090, -3.066, -2.494], [4.618, -3.965, -2.141], [5.548, -3.390, -0.878], [3.519, -1.909, -1.207], [6.040, -0.215, -1.905], [5.667, -0.745, -0.330], [4.498, 0.214, -1.139], [3.061, -1.867, -3.265]], "forces_ev_per_angstrom": [[0.3, 0.8, -0.3], [0.0, 0.0, 1.1], [-0.4, -0.6, -0.3], [0.8, 0.6, 1.1], [-2.5, 1.6, -2.8], [0.2, -1.0, 0.4], [0.5, -0.6, 0.2], [0.8, -0.9, -0.6], [-1.6, 1.4, 1.8], [0.4, -0.9, -1.3], [0.4, 0.4, 1.3], [-0.3, 0.5, -0.1], [0.0, -0.3, -0.3], [-0.2, 0.2, 0.6], [0.1, -0.4, 0.5], [0.6, -0.3, -0.1], [0.9, -0.2, 0.4], [-0.4, 0.3, -0.3], [0.0, -0.4, 0.1], [0.5, 0.7, 0.4], [0.1, 0.0, -0.4], [-0.3, -0.2, -0.1], [0.2, 0.2, 0.1], [-0.1, -0.1, 0.2], [-0.3, -0.7, -0.2], [-0.1, -0.1, -0.4], [0.2, 0.1, -0.4], [-1.2, -0.8, -0.5], [0.8, -0.2, 0.7], [0.8, 0.5, -0.6], [0.0, 0.6, 0.5], [0.7, -0.6, 0.6], [-0.8, -1.4, 0.4], [0.5, 0.7, 1.6], [0.4, 0.1, -2.0], [0.0, 0.2, 0.3], [-0.1, -0.1, 0.4], [-0.3, 0.0, 0.5], [0.3, -0.1, -0.4], [-0.5, 0.0, -0.3], [0.1, 0.3, 0.0], [0.2, -0.2, -0.4], [0.0, 0.0, -0.5], [-0.2, 0.7, -0.2], [0.6, 0.5, 0.5], [-0.7, 0.0, -0.2], [0.5, -0.5, -0.6], [-0.5, 0.5, -0.5], [0.1, -0.1, 0.0], [-0.2, -0.1, 0.3], [-0.3, -0.2, 0.3], [0.4, 1.0, 0.7], [-1.3, -0.8, -0.8], [1.6, -0.6, 1.5], [-0.6, -1.6, -2.0], [-0.4, 1.5, 0.5], [-0.1, -1.2, -1.3], [1.9, 1.7, 1.2], [0.4, -2.0, 0.6], [-0.8, -0.4, 0.3], [-0.3, 0.3, -0.2], [0.2, 0.1, 0.5], [-0.6, 0.0, -0.2], [-0.5, -0.2, -0.5], [0.6, 0.5, 0.1], [-0.4, 0.3, 0.3], [0.4, 0.1, 0.3], [0.3, -0.5, 0.5], [-0.7, 0.5, -0.4], [-0.3, -0.5, 0.2], [-0.4, 0.6, -0.3], [0.1, 0.8, -0.5], [0.0, 0.6, 0.0], [0.3, -0.2, -0.4], [0.1, -0.1, -0.2], [0.0, 1.4, -0.2], [-1.1, -0.5, 1.3], [-0.1, 1.4, 1.0], [0.5, -0.1, -0.9], [0.3, 0.1, 0.0], [0.1, 0.1, -0.1], [-0.3, -0.3, 0.1], [0.4, -0.6, -0.9], [0.5, -0.4, -0.6], [-0.1, -0.4, 0.1], [-0.7, -0.5, 0.2], [0.5, -0.3, -0.1], [0.4, -0.2, -0.8], [-1.5, -0.1, -0.4], [-0.4, -0.1, -0.8], [0.2, -0.4, 1.2], [0.1, 0.0, 0.2], [0.3, 0.0, 0.5], [0.3, 0.1, -0.3], [0.2, -0.2, -0.7], [-0.3, 0.2, 0.0], [0.1, 0.3, 0.4], [0.4, 0.0, 0.0], [0.2, 0.2, 0.6], [-1.4, -0.6, 0.4], [0.4, 0.4, 0.4], [-0.1, 0.4, 1.0], [1.0, 0.5, -1.3], [-0.1, 0.2, -0.4], [0.0, -0.1, 0.3], [0.4, 0.1, -0.1], [0.0, -0.2, 0.0], [-0.5, -0.2, -0.3], [0.0, -0.7, 0.0], [0.3, 0.1, 0.2], [-0.1, 0.1, -0.1], [-0.3, 0.6, -2.4], [-0.1, -0.3, 2.3], [0.8, -0.2, -0.6], [1.0, -0.7, -0.1], [0.1, 0.1, -0.4], [-0.3, -0.5, 0.5], [-0.2, 0.1, -0.1], [-0.3, -0.4, -0.1], [-0.1, 0.3, 0.2], [0.2, 0.3, 0.1], [-0.7, 0.1, 0.0], [-0.4, 0.5, 0.4], [-1.0, -0.5, -1.1], [1.4, 2.2, -0.7], [-1.1, 0.0, 1.2], [1.3, -0.7, -0.6], [0.1, 0.1, 0.2], [-0.1, -0.2, 0.0], [0.3, 0.1, -0.3], [0.0, 0.5, 0.6], [0.0, -0.8, -0.4], [-0.2, 0.0, -0.1], [0.3, 0.0, 0.6], [-0.8, -0.7, 0.5], [0.8, 0.4, 0.5], [-1.1, 0.1, -0.3], [-0.3, 1.0, -0.6], [1.0, -0.8, 0.0], [0.0, 0.1, 0.0], [0.0, 0.0, 0.0], [0.0, -0.1, 0.2], [0.0, -0.1, -0.5], [0.1, 0.1, 0.4], [-0.4, 0.0, 0.2], [0.0, -0.6, 0.1], [-0.1, -0.1, 0.0], [0.0, -0.4, 0.8], [1.3, -1.3, 0.3], [-0.5, 0.5, 0.4], [0.4, 1.2, -1.2], [-0.1, 0.3, -0.2], [-0.3, 0.3, -0.5], [0.2, 0.4, 0.3], [0.0, 0.0, 0.3], [-0.3, -0.3, -0.6], [-0.2, -0.6, 0.1], [0.1, 0.4, -0.2], [-0.4, -0.2, 0.4]], "total_energy_ev": -75242.309, "charge": 0, "multiplicity": 1, "lumo_energy_ev": 0.224, "e_above_lowest_kcal_mol": 51.34, "largest_force_ev_per_a": 4.07, "homo_ev": -8.7, "gap_ev": 8.89}